# 1
This record from the Open Molecules 2025 dataset describes a structure of composition C35H37BFN6O16S2 at a distorted geometry. The level of theory is the ωB97M-V functional and the def2-TZVPD basis.

Computed properties:
Total charge ... -1
Orbital gap ... 6.588 eV
HOMO energy ... -6.279 eV
LUMO energy ... 0.3 eV
Maximum force ... 1.09 eV/Å
DFT total energy ... -3809.0807 Ha

The geometry in XYZ format:
```
98
Properties=species:S:1:pos:R:3:forces:R:3
C 0.22918 0.62340 2.31090 0.107 -0.318 0.034
C 0.16849 -0.53401 1.32079 0.111 -0.005 0.356
O 0.62692 -1.70955 2.04327 -0.504 -0.625 -0.502
B 0.28195 -2.89208 1.43733 0.595 0.251 -0.088
O 0.88902 -3.32973 0.28083 -0.439 0.904 0.426
S -1.02257 -4.11272 2.08157 0.380 -0.750 0.342
O -0.21515 -5.26900 2.48376 -0.373 0.386 -0.173
O -1.86997 -4.35000 0.90088 0.017 0.036 0.171
N -1.75666 -3.53007 3.36727 -0.264 0.131 -0.596
S -3.30979 -3.22916 3.47726 -0.222 0.112 0.710
O -3.56480 -2.77893 4.83832 0.188 -0.358 -0.688
O -4.18054 -4.26647 2.94776 0.335 0.262 0.113
C -3.73385 -1.75849 2.47815 -0.362 0.036 -0.053
F -2.73405 -0.79876 2.60187 -0.028 -0.158 -0.041
C -4.06085 -2.03572 1.02764 0.059 0.620 -0.213
C -4.40303 -0.75730 0.22150 -0.330 -0.214 0.210
H 0.15897 1.59359 1.81078 -0.042 -0.180 0.080
H -0.57605 0.51654 3.04218 0.044 0.075 -0.134
H 1.17205 0.54595 2.86715 -0.088 0.164 -0.204
H -0.86320 -0.70694 0.99189 0.124 0.146 -0.001
H 0.79042 -0.38528 0.43329 0.027 0.025 0.206
H 0.30096 -3.91398 -0.20434 -0.048 -0.503 0.019
H -4.62459 -1.38019 3.00116 0.230 0.036 -0.068
H -4.94921 -2.67198 1.03761 0.333 -0.185 -0.011
H -3.21962 -2.54367 0.54725 -0.312 -0.188 0.123
H -3.54808 -0.39393 -0.35325 -0.098 0.056 0.146
H -4.77961 0.05238 0.86093 0.196 -0.126 -0.053
H -5.21230 -1.00571 -0.47329 0.272 0.137 -0.063
C -5.48606 -7.55901 0.28086 -0.003 0.072 -0.056
C -4.66925 -6.44111 0.39099 -0.004 -0.195 0.049
C -4.94816 -5.30540 -0.34845 0.029 0.076 0.009
C -6.05566 -5.31289 -1.17926 0.019 -0.082 0.080
C -6.88576 -6.41159 -1.30544 -0.083 -0.097 -0.034
C -6.58830 -7.54596 -0.56762 0.037 0.009 0.027
N -6.36654 -4.08075 -1.92562 0.198 -0.429 0.459
O -5.57658 -3.17493 -1.79449 0.027 0.578 -0.319
O -7.38092 -4.03858 -2.59015 -0.154 0.010 -0.188
H -5.26626 -8.44365 0.86489 0.025 -0.032 0.004
H -3.81888 -6.43849 1.05756 0.016 0.106 0.035
H -4.32336 -4.42888 -0.26110 0.007 -0.089 0.006
H -7.74195 -6.37712 -1.96267 0.009 0.060 -0.013
H -7.22240 -8.41883 -0.64898 -0.007 -0.008 -0.009
C 3.53960 5.31417 -1.09962 -0.169 -0.028 0.005
C 2.90333 5.19219 -2.32784 0.089 -0.014 0.130
C 1.92623 4.22541 -2.51402 0.010 0.094 -0.077
C 1.60314 3.40504 -1.45103 0.043 0.038 0.012
C 2.22490 3.50519 -0.21873 0.045 0.010 0.102
C 3.20452 4.46879 -0.04833 -0.114 0.104 -0.071
N 0.54589 2.39219 -1.62827 0.112 0.109 0.052
O 0.02815 2.29941 -2.71976 -0.070 -0.007 -0.185
O 0.25654 1.72058 -0.66252 -0.104 -0.059 -0.006
H 4.29900 6.07255 -0.96181 0.027 -0.021 0.000
H 3.16478 5.85096 -3.14183 -0.001 -0.033 -0.045
H 1.42071 4.11681 -3.46200 -0.030 -0.045 0.022
H 1.94832 2.84152 0.58749 -0.035 -0.032 -0.042
H 3.70065 4.55873 0.90753 0.011 -0.033 0.006
C 9.66816 7.21420 1.38560 -0.027 -0.027 -0.004
C 9.02750 7.07970 0.16051 0.015 -0.005 0.059
C 8.04464 6.11730 -0.00865 0.030 0.070 -0.076
C 7.72309 5.30784 1.06473 0.037 0.044 0.008
C 8.34901 5.41888 2.29189 0.053 0.018 0.093
C 9.33164 6.38400 2.44708 0.000 0.029 -0.055
N 6.66638 4.29300 0.89594 0.102 0.096 0.006
O 6.14085 4.20642 -0.19229 0.103 -0.057 -0.200
O 6.37849 3.61580 1.85756 -0.049 -0.121 0.197
H 10.43261 7.96917 1.51360 0.007 -0.003 -0.002
H 9.29191 7.72502 -0.66593 0.002 0.000 -0.006
H 7.53694 5.99487 -0.95377 -0.034 -0.048 0.025
H 8.07165 4.76490 3.10491 -0.048 -0.026 -0.037
H 9.83312 6.48792 3.39942 0.001 -0.002 0.005
C -2.36892 -9.49291 1.85445 -0.008 0.001 -0.034
C -2.99223 -10.71861 1.65269 0.009 0.047 -0.009
C -3.15957 -11.21283 0.36912 -0.043 -0.041 0.084
C -2.69145 -10.45931 -0.69284 0.013 0.039 0.080
C -2.07189 -9.23493 -0.51699 0.038 0.073 0.023
C -1.91201 -8.75125 0.77269 0.040 0.067 0.083
N -2.85647 -10.98560 -2.05771 -0.027 0.018 0.109
O -3.42230 -12.05258 -2.18840 -0.094 -0.177 0.000
O -2.41806 -10.32878 -2.97559 0.099 0.141 -0.173
H -2.23859 -9.10658 2.85654 -0.007 0.017 0.005
H -3.34994 -11.29205 2.49725 -0.004 -0.005 0.005
H -3.64287 -12.16177 0.19237 0.015 0.007 -0.063
H -1.72407 -8.67143 -1.36940 -0.027 -0.029 -0.037
H -1.43422 -7.79353 0.94356 -0.012 0.007 -0.031
C 1.17916 10.97331 -1.15800 0.015 -0.021 -0.029
C 2.07124 11.51229 -2.07681 -0.035 -0.036 0.033
C 2.53977 10.73985 -3.12741 0.025 0.098 0.011
C 2.09513 9.43521 -3.23385 -0.037 0.043 0.038
C 1.21151 8.87393 -2.33010 -0.056 -0.037 0.073
C 0.75342 9.65722 -1.28240 0.030 0.056 -0.007
N 2.57781 8.60758 -4.35381 -0.072 0.073 0.224
O 3.38096 9.09576 -5.11734 0.147 0.109 -0.145
O 2.14275 7.47934 -4.43205 -0.070 -0.185 -0.181
H 0.81396 11.58194 -0.34137 0.004 0.000 0.006
H 2.40245 12.53684 -1.97683 0.003 0.004 0.001
H 3.23415 11.13942 -3.85116 -0.007 -0.055 -0.036
H 0.89241 7.84834 -2.44276 0.034 -0.005 -0.046
H 0.06222 9.23754 -0.56469 -0.001 -0.006 0.002
```
Forces are in eV/Å.

***

# 2
This record from the Open Molecules 2025 dataset describes a structure of composition C35H37BrF4IrN5O2 at a distorted geometry. The level of theory is the ωB97M-V functional and the def2-TZVPD basis.

Computed properties:
Total charge ... +1
Orbital gap (alpha / beta) ... 6.924 / 2.808 eV
Expectation value of S² ... 8.79
HOMO energy (alpha / beta) ... -9.069 / -9.875 eV
LUMO energy (alpha / beta) ... -2.1 / -7.1 eV
Maximum force ... 4.17 eV/Å
Spin multiplicity ... 6
DFT total energy ... -4857.3735 Ha

The geometry in XYZ format:
```
85
Properties=species:S:1:pos:R:3:forces:R:3
Ir 0.85542 0.43971 -0.14041 1.454 0.717 -0.024
O 2.77813 2.69618 2.97705 -0.591 1.539 -0.047
C 2.06095 3.83589 2.98669 -0.222 -2.047 -0.257
C 2.50235 4.90709 3.71586 1.658 0.423 0.730
C 1.82030 6.09130 3.69275 0.345 0.676 1.008
C 0.57056 6.21539 3.08935 -1.049 -1.280 -0.439
C -0.00530 5.08229 2.46787 0.468 -0.092 0.164
C 0.77795 3.90754 2.38261 -1.906 0.717 -0.429
C 0.23466 2.62625 1.82475 -0.287 -1.691 -0.524
O 1.29426 1.85017 1.35197 -0.271 0.329 1.320
N -0.64081 2.77184 0.64808 -1.009 0.351 -0.182
N -0.85407 1.56836 -0.04886 3.363 1.420 0.953
C -2.13054 1.30502 -0.29627 -3.976 -0.407 -1.174
C -2.80884 0.57903 -1.27547 1.276 1.043 0.329
Br -2.13163 0.28947 -3.09266 -0.491 0.173 1.549
C -4.12368 0.25494 -0.90670 -0.842 -0.102 1.345
C -5.09605 -0.57744 -1.58117 -0.879 -0.219 -0.854
C -4.89321 -1.94164 -1.85625 -0.584 0.158 -0.155
C -5.86925 -2.66832 -2.56436 -0.262 0.560 0.329
C -7.06658 -2.05405 -2.98093 0.514 0.402 -0.235
C -7.24031 -0.66027 -2.76733 0.302 -1.151 0.802
C -6.30353 0.03221 -1.99671 -0.072 -0.147 -0.352
H 2.28602 2.08384 2.27909 -0.006 0.053 0.139
H 3.43121 4.70146 4.27732 -0.530 0.666 -0.290
H 2.22157 6.91098 4.28775 -0.147 -0.044 -0.277
H -0.06666 7.08023 3.20854 0.357 0.267 -0.037
H -1.08104 5.14796 2.12790 1.501 -0.258 0.245
H -0.38286 2.04931 2.61457 1.014 0.690 -0.617
H -1.50481 3.31585 0.83960 0.633 -0.806 -0.380
H -2.85416 1.76965 0.40954 0.651 -0.637 -0.089
H -4.42938 0.64187 0.11699 0.367 -0.414 -1.431
H -4.03130 -2.44254 -1.41598 -0.297 0.204 -0.436
H -5.70471 -3.72612 -2.76595 -0.105 0.217 0.139
H -7.83733 -2.67135 -3.48138 0.566 0.626 0.256
H -8.13774 -0.14726 -3.09091 0.017 -0.131 -0.019
H -6.51472 1.07459 -1.72891 0.273 -0.370 -0.209
C 1.95852 3.33025 -1.01517 0.270 -0.257 -0.127
N 1.88987 1.89697 -1.45678 0.607 0.497 -0.765
C 1.13291 1.85722 -2.76509 1.810 -0.072 -0.538
C 3.31977 1.29674 -1.67176 -2.369 0.314 -1.744
C 3.83146 0.65843 -0.42883 0.010 -0.040 0.954
N 2.74947 -0.16730 0.18365 -1.120 2.303 -1.368
C 3.20512 -1.15036 1.01953 0.381 -1.486 1.420
C 3.12731 -1.24412 2.44944 0.246 -0.034 -0.308
F 2.78725 -0.18263 3.27064 0.001 -1.526 -1.476
C 3.53618 -2.45626 3.03956 -0.353 0.344 1.456
F 3.28329 -2.66454 4.37555 0.362 0.668 -1.281
C 4.20814 -3.48205 2.39191 -0.911 1.258 -1.013
C 4.32476 -3.31404 1.02168 0.761 -0.926 -1.106
F 4.98792 -4.22184 0.23338 -0.611 0.698 1.083
C 3.81105 -2.21591 0.33797 1.065 -0.333 0.848
F 4.15294 -2.08901 -0.97127 -0.821 -0.224 0.573
H 2.35692 3.92932 -1.85320 -0.003 -0.130 0.372
H 2.59299 3.44007 -0.11816 -0.232 -0.130 -0.489
H 0.95375 3.69899 -0.76622 0.362 -0.256 -0.141
H 1.59517 2.56431 -3.51746 -0.305 -0.609 0.744
H 0.08718 2.14707 -2.65189 0.196 -0.330 0.200
H 1.30791 0.82136 -3.14632 -0.840 0.826 0.102
H 3.92991 2.08128 -2.13178 0.235 -0.143 0.422
H 3.15172 0.52862 -2.47546 0.335 0.491 0.880
H 4.19907 1.42661 0.30450 -0.299 -0.696 -0.385
H 4.64034 -0.04383 -0.67005 0.069 0.607 0.069
H 4.56450 -4.30578 2.96540 0.194 -0.550 0.031
C 0.17681 -4.36138 -3.00168 -0.078 1.417 0.736
N -0.45063 -3.47314 -2.00217 0.021 -1.244 -0.013
C -1.85481 -3.23353 -2.17619 -0.059 2.023 0.509
C 0.26585 -2.41980 -1.36000 0.437 0.779 -0.501
C -0.05558 -2.22366 0.12656 -0.328 -2.283 0.309
C -0.51133 -3.34148 0.83063 -0.374 -1.005 -1.488
C -0.80814 -3.29249 2.17213 -0.209 -0.496 0.563
C -0.62412 -2.14964 2.93648 1.043 1.376 -2.493
C -0.09344 -1.02119 2.24561 -1.050 -1.861 0.758
C 0.12967 -1.06547 0.86279 0.209 0.404 0.371
H -0.32178 -5.30952 -2.86173 0.260 -0.540 -0.245
H 1.26009 -4.41173 -2.75556 -0.719 -0.220 -0.474
H -0.01409 -4.01047 -4.04054 0.406 -0.159 0.402
H -2.46168 -4.05534 -2.53075 0.347 -0.387 -0.449
H -1.99643 -2.29580 -2.81110 -0.281 -1.328 0.512
H -2.27942 -3.00744 -1.17570 0.236 0.073 -0.418
H 0.07776 -1.42894 -1.85542 0.128 -0.187 0.015
H 1.34733 -2.61937 -1.50799 -0.404 0.143 0.297
H -0.71621 -4.29670 0.25350 0.431 1.281 0.788
H -1.17078 -4.20824 2.61083 -0.160 -0.038 0.299
H -0.88061 -2.09064 3.95387 -0.110 -0.052 1.160
H 0.17125 -0.16300 2.82466 -0.016 0.607 0.092
```
Forces are in eV/Å.